## P
Computed, not measured: one molecule with the formula C4H6N2OS, with ωB97M-V/def2-TZVPD.

As for the SMILES: C=CN(S)/C=N\C=O. The calculation puts the lowest unoccupied orbital energy at 0.5 eV.

XYZ file:
```
14
C4H6N2OS ωB97M-V/def2-TZVPD
S -0.062 1.659 -0.195
O -2.208 -0.235 1.122
N 0.715 0.138 -0.241
N -1.184 -1.250 -0.673
C 2.106 0.095 0.050
C 2.732 -0.942 0.567
C -2.199 -0.548 -0.051
C 0.067 -1.018 -0.601
H 2.611 0.996 -0.209
H -0.645 1.504 1.004
H 2.222 -1.863 0.865
H 0.766 -1.772 -0.942
H -3.084 -0.374 -0.688
H 3.827 -0.890 0.726
```



## Q
Computed, not measured: one molecule with the formula C4H6N2OS, with ωB97M-V/def2-TZVPD.

The calculation puts the lowest unoccupied orbital energy at -0.6 eV.

XYZ file:
```
14
C4H6N2OS ωB97M-V/def2-TZVPD
S 0.321 -1.794 -2.369
O -1.328 0.434 2.014
N -0.400 -1.530 0.367
N -0.040 -2.241 -0.673
C 0.035 -0.324 0.336
C -0.306 0.630 1.413
C -0.762 -0.652 -2.477
C 0.523 1.918 1.486
H 1.673 1.605 1.421
H -0.837 -0.083 -3.518
H 0.303 2.679 0.643
H -0.176 -3.176 -0.621
H 0.402 2.453 2.426
H 0.592 0.081 -0.449
```



Taking the most stable structure as the zero point, the relative energies in eV are P 0.000; Q 3.858.